Entry 1:
{"formula": "C2H3O3", "method": "wB97M-V/def2-TZVPD", "e_tot_ha": -303.7199, "homo_lumo_gap_ev": 5.562, "charge": -1, "relative_energy_kcal_mol": 41.3, "elements": ["C", "C", "O", "O", "O", "H", "H", "H"], "xyz": [[1.956, -0.473, -0.367], [-1.174, 0.298, 0.155], [1.731, 0.642, -0.213], [2.229, -1.578, -0.373], [-0.954, -0.630, -0.731], [-1.494, -0.067, 1.218], [-2.016, 1.071, -0.074], [-0.278, 0.736, 0.384]]}

=====

Entry 2:
{"formula": "C2H3O3PS", "method": "wB97M-V/def2-TZVPD", "e_tot_ha": -1043.1963, "homo_lumo_gap_ev": 5.898, "charge": -2, "relative_energy_kcal_mol": 86.9, "elements": ["C", "C", "O", "O", "O", "P", "S", "H", "H", "H"], "xyz": [[2.862, -0.399, 0.087], [-0.611, 0.799, -0.242], [-2.059, -1.656, 0.217], [-1.297, 0.769, 1.094], [-3.303, 0.391, -0.574], [-2.060, -0.208, -0.016], [1.382, 0.719, -0.163], [2.638, -1.132, 0.970], [3.237, -1.012, -0.788], [-0.790, 1.730, -0.586]]}

=====

Entry 3:
{"formula": "C2H3O3S", "method": "wB97M-V/def2-TZVPD", "e_tot_ha": -701.9382, "homo_lumo_gap_ev": 7.389, "charge": -1, "relative_energy_kcal_mol": 35.6, "elements": ["C", "C", "O", "O", "O", "S", "H", "H", "H"], "xyz": [[-1.596, -0.168, 0.008], [-0.041, -0.558, -0.080], [-1.543, 1.105, -0.006], [-2.595, -0.903, 0.056], [2.157, 0.933, 0.401], [0.503, 1.236, 0.043], [0.235, -1.059, -1.066], [0.347, -1.039, 0.895], [2.534, 0.454, -0.252]]}

=====

The lowest charge belongs to which entry?
C2H3O3PS